Record 1
120
Properties=species:S:1:pos:R:3 method="wB97M-V/def2-TZVPD" homo_lumo_gap_ev=11.25 smiles=CCCC#N.CCCC#N.CCCC#N.CCCC#N.CCCC#N.CCCC#N.CCCC#N.CCCC#N.CCCC#N.CCCC#N total_charge=0 relative_energy_kcal_mol=63.3 e_tot_ev=-57512.8947 lumo_energy_ev=0.6
C 2.4161 0.5402 6.4971
C 2.0908 -0.9153 6.0825
C 1.4947 -0.9633 4.6763
C 2.5460 -0.9589 3.5652
N 3.3772 -1.0277 2.7431
H 1.5718 1.2012 6.3681
H 3.2144 0.8792 5.8683
H 2.7050 0.5848 7.5248
H 1.4010 -1.3145 6.8114
H 2.9422 -1.6430 6.0416
H 0.8037 -0.1521 4.4490
H 0.9800 -1.9170 4.5569
C -1.0499 -0.5813 1.9572
C -0.0731 0.6161 1.7512
C -0.2883 1.2916 0.4371
C -1.6590 1.7120 0.1658
N -2.7311 1.9872 -0.0945
H -0.9788 -1.2923 1.1523
H -2.0617 -0.2047 1.8957
H -0.9550 -1.0959 2.9058
H 0.9694 0.2945 1.8748
H -0.1685 1.3942 2.5937
H 0.0326 0.7066 -0.4335
H 0.3201 2.2345 0.5049
C -1.0928 5.7015 -0.0769
C 0.0269 6.7474 -0.1077
C 1.0648 6.4013 0.9664
C 1.7392 5.1606 0.8575
N 2.3111 4.1925 0.7211
H -1.1590 5.3030 0.9500
H -0.8089 4.8421 -0.6357
H -2.0511 6.1066 -0.3972
H -0.3836 7.7000 0.1625
H 0.4881 6.7495 -1.1006
H 0.5016 6.3300 1.8986
H 1.7816 7.2477 1.1829
C -2.9312 -4.5248 1.6661
C -1.7877 -5.1579 0.8251
C -0.4919 -5.4718 1.5006
C -0.0191 -4.4047 2.4023
N 0.2975 -3.6912 3.2464
H -2.9887 -4.9212 2.6499
H -3.9022 -4.8406 1.2557
H -2.9141 -3.4498 1.7050
H -1.7121 -4.4337 -0.0058
H -2.1489 -6.0252 0.2223
H 0.2522 -5.6528 0.7103
H -0.6934 -6.3797 2.0659
C -7.2104 -1.5729 -2.3922
C -5.7655 -1.2538 -1.8267
C -5.2604 0.0664 -2.3027
C -4.6675 0.0652 -3.6288
N -4.1590 0.0414 -4.6196
H -7.7567 -0.6392 -2.2937
H -7.6322 -2.3908 -1.8076
H -7.0817 -1.9057 -3.3966
H -5.0152 -2.0522 -1.9552
H -5.8683 -1.2029 -0.7697
H -4.3514 0.2621 -1.6720
H -5.8543 0.9652 -2.1548
C -3.4995 1.9444 3.8999
C -3.8877 3.2340 3.1988
C -3.1858 4.4474 3.6775
C -1.7299 4.1972 3.7812
N -0.6418 3.8698 3.6788
H -3.8888 1.1155 3.3853
H -3.7409 1.8569 4.9913
H -2.4402 1.8280 3.8819
H -4.9586 3.4583 3.1690
H -3.5756 3.1852 2.1941
H -3.6137 4.7640 4.6766
H -3.3409 5.3232 3.0781
C 5.8037 0.8639 -2.3777
C 5.2088 1.8892 -1.3823
C 4.2577 1.3639 -0.3316
C 3.1274 0.6036 -0.8339
N 2.3806 -0.1616 -1.2337
H 5.0084 0.4293 -2.9383
H 6.2052 0.0503 -1.7945
H 6.5086 1.3748 -3.0331
H 4.7884 2.6199 -2.0215
H 6.0134 2.3151 -0.7675
H 3.7831 2.2355 0.1861
H 4.7385 0.8052 0.3920
C 0.0466 2.9388 -3.0303
C 0.4133 2.0430 -4.1651
C -0.7754 1.2201 -4.6302
C -1.4229 0.5122 -3.5642
N -1.7268 -0.0827 -2.6026
H 0.8381 3.1249 -2.2659
H -0.6446 2.4239 -2.3590
H -0.4703 3.9208 -3.3325
H 1.2178 1.3128 -3.8035
H 0.8127 2.6385 -4.9865
H -0.4668 0.4624 -5.3837
H -1.5587 1.8419 -5.0842
C 4.2812 -3.0620 -2.0951
C 4.4959 -3.3755 -0.5678
C 3.2129 -3.6522 0.1813
C 2.5724 -4.8928 -0.2237
N 2.0936 -5.8847 -0.4908
H 5.2926 -3.0174 -2.5805
H 3.7818 -2.1235 -2.2630
H 3.6715 -3.9221 -2.4509
H 5.0415 -2.6128 -0.0264
H 5.0852 -4.2433 -0.5074
H 2.4604 -2.9071 0.1026
H 3.3413 -3.7046 1.3175
C -0.3464 -4.2137 -3.5431
C 1.0066 -3.7361 -3.9733
C 1.0766 -2.1722 -3.7347
C 2.2744 -1.5722 -4.4427
N 3.1716 -1.0466 -4.9540
H -0.5772 -4.2384 -2.4736
H -0.3716 -5.2983 -3.7951
H -1.1311 -3.7643 -4.0956
H 1.2162 -3.9825 -5.0846
H 1.8145 -4.1755 -3.4419
H 1.1061 -1.9712 -2.6355
H 0.1909 -1.6885 -4.2305

***

Record 2
142
Properties=species:S:1:pos:R:3 method="wB97M-V/def2-TZVPD" homo_lumo_gap_ev=3.94 total_charge=-1 e_tot_ev=-175291.4465 lumo_energy_ev=-1.3
C -1.0878 -1.0029 2.9095
C -0.6337 -1.4861 1.5349
O -0.6045 -2.6862 1.3597
N -0.1923 -0.5167 0.5357
C 1.0815 -0.8817 -0.0613
C 2.2691 0.0820 -0.0362
O 1.3060 -1.9730 -0.5464
C -1.2256 -0.0644 -0.4282
Cl -2.8017 -0.8151 -0.0053
O -0.8511 -0.1560 -1.7553
C -1.3795 -1.2606 -2.4233
C -0.3918 -1.5274 -3.5945
C 0.0176 -0.2641 -4.3907
C -0.1038 -0.5967 -5.9265
C 1.4655 0.1933 -4.1057
N -1.3035 -2.4946 -1.5963
C -2.3182 -3.1430 -1.4559
S -3.6170 -3.7911 -0.8526
O -2.6759 -0.9298 -2.7953
C -3.1072 -1.1903 -4.1102
C -4.6569 -0.9856 -4.1921
C -5.2946 -0.7131 -2.8175
C -5.2790 -2.2045 -4.9174
C -6.6584 -1.9219 -5.5213
C -5.3248 -3.4837 -4.0780
C -1.4632 1.5095 -0.1563
C -2.5916 2.0324 -1.0592
Cl 0.0235 2.3414 -0.8255
N -1.6726 1.7254 1.2868
C -0.6983 2.5704 1.9616
O 0.5423 1.8738 2.2125
C 1.5639 2.7062 2.4645
F 2.0431 3.2921 1.3488
F 2.5640 2.0209 3.0109
F 1.2469 3.6963 3.3220
C -2.9720 2.3033 1.5930
C -4.0221 1.5190 1.9597
C -5.2471 2.0496 2.2573
C -5.4761 3.3899 2.2026
C -4.4192 4.1979 1.8676
C -3.2091 3.6603 1.5711
H -0.7836 0.0161 3.1327
H -2.1814 -0.9908 2.8602
H -0.7803 -1.7380 3.6567
H 2.4595 0.3067 -1.0916
H 2.0491 1.0315 0.4384
H 3.1626 -0.4138 0.3370
H -0.6876 -2.3811 -4.2057
H 0.5111 -1.8505 -3.0653
H -0.6573 0.5783 -4.2264
H -0.8757 -1.3529 -6.0700
H 0.8751 -0.9317 -6.2763
H -0.3841 0.3210 -6.4481
H 2.0790 -0.6398 -3.7543
H 1.4987 0.9983 -3.3712
H 1.8734 0.5724 -5.0466
H -2.9280 -2.2274 -4.4220
H -2.6808 -0.5131 -4.8566
H -4.8579 -0.1252 -4.8397
H -6.3839 -0.7595 -2.9626
H -5.0902 0.3126 -2.5102
H -5.0597 -1.4452 -2.0445
H -4.6064 -2.4173 -5.7614
H -6.8585 -2.7251 -6.2431
H -6.7163 -0.9890 -6.0849
H -7.4505 -2.0150 -4.7728
H -4.3478 -3.9670 -3.9811
H -5.9578 -4.2198 -4.5899
H -5.7455 -3.2991 -3.0881
H -3.5433 1.5353 -0.8836
H -2.6761 3.1151 -0.9730
H -2.2907 1.8257 -2.0887
H -0.5333 3.5564 1.5209
H -1.1107 2.7694 2.9540
H -3.9336 0.4439 2.0353
H -6.0456 1.3678 2.5234
H -6.4517 3.8095 2.4104
H -4.5881 5.2669 1.8176
H -2.4236 4.3527 1.2867
O -2.4557 -6.2622 -2.7529
H -3.0403 -5.6439 -2.2536
H -2.0267 -6.7783 -2.0576
C 4.3169 5.1027 5.0977
C 4.0750 5.8922 3.8160
C 4.4944 5.1326 2.5591
C 5.9856 4.7927 2.4852
C 6.9286 5.9917 2.5733
C 6.7537 6.9768 1.4197
H 5.3755 4.8819 5.2367
H 3.9860 5.6756 5.9643
H 3.7651 4.1589 5.0850
H 4.5962 6.8521 3.8741
H 3.0082 6.1287 3.7411
H 4.2066 5.7175 1.6782
H 3.9260 4.2050 2.4977
H 6.1710 4.2588 1.5453
H 6.2393 4.0907 3.2836
H 7.9568 5.6224 2.5637
H 6.7985 6.5125 3.5240
H 6.9289 6.4870 0.4578
H 7.4631 7.8015 1.5124
H 5.7505 7.4075 1.4054
Na -0.7695 -6.5653 -3.6810
C 2.0687 -6.1184 4.3291
C 1.0837 -5.0403 4.7082
C 1.4196 -3.6696 4.1843
O 0.7740 -2.8196 5.1413
C 0.7243 -3.5062 6.3145
O 0.4146 -3.0377 7.3593
O 1.0819 -4.8081 6.1253
H 1.8748 -7.0289 4.8969
H 1.9998 -6.3453 3.2649
H 3.0912 -5.8129 4.5568
H 0.0712 -5.3382 4.4191
H 1.0307 -3.4893 3.1830
H 2.4905 -3.4507 4.2001
F 6.5535 5.7398 7.9258
Al 8.1074 5.7517 7.2217
F 8.2566 4.4278 6.1510
F 9.2925 5.6390 8.4431
F 8.3315 7.2193 6.3487
C 10.5912 9.8047 6.4687
Cl 11.7911 9.2553 7.6445
Cl 9.8670 11.3505 6.9479
H 11.0779 9.9332 5.5090
H 9.8065 9.0537 6.3975
C -4.0165 -6.0649 -9.0310
C -3.1252 -5.3603 -8.0263
O -3.8619 -4.9806 -6.8652
H -4.8431 -5.4172 -9.3237
H -3.4559 -6.3455 -9.9240
H -4.4521 -6.9673 -8.5952
H -2.7089 -4.4505 -8.4563
H -2.2954 -6.0119 -7.7259
H -4.2262 -5.7815 -6.4743
N -2.3402 -9.1452 -0.3164
H -2.5138 -10.0958 0.0087
H -2.9097 -8.9832 -1.1460
H -2.5765 -8.4686 0.4237
H -1.3572 -9.0744 -0.5731
F -4.6320 -2.4533 -0.1545
Cl -1.6422 -10.8027 -2.1991

***

Record 3
157
Properties=species:S:1:pos:R:3 method="wB97M-V/def2-TZVPD" homo_lumo_gap_ev=10.33 total_charge=-1 e_tot_ev=-133420.7583 lumo_energy_ev=2.2
O 5.2313 -14.7558 3.8504
C 5.5041 -15.2561 2.8027
O 6.6099 -15.1385 2.0936
B 6.5785 -16.1170 0.9787
O 5.4400 -17.0036 1.2889
C 4.6901 -16.4400 2.2106
O 3.6790 -16.9030 2.6546
O 7.8395 -16.9209 1.0124
C 8.4266 -16.8024 -0.1508
O 9.4721 -17.3170 -0.4601
C 7.5829 -15.9070 -1.0230
O 6.5786 -15.4239 -0.3101
O 7.8386 -15.6434 -2.1584
C 0.9884 -18.5408 -1.7908
O 0.6758 -17.9306 -0.5625
C 1.0135 -18.5304 0.5674
O 1.8336 -19.4011 0.6800
O 0.3336 -17.9344 1.5449
C 0.6054 -18.3979 2.8628
H 0.4915 -17.9851 -2.5787
H 0.8130 -19.6180 -1.8121
H 2.0652 -18.4888 -1.9950
H 1.5414 -17.9566 3.2045
H 0.7250 -19.4823 2.8930
H -0.2106 -18.1535 3.5361
C 7.0679 -10.0260 0.4359
O 6.5940 -11.0818 -0.3650
C 7.2598 -11.3679 -1.4765
O 8.3509 -10.9758 -1.8101
O 6.5481 -12.2812 -2.1376
C 6.9849 -12.9068 -3.3355
H 6.3559 -9.8390 1.2282
H 7.2604 -9.0973 -0.1086
H 8.0217 -10.1678 0.9487
H 6.0578 -13.2746 -3.7815
H 7.5533 -13.8078 -3.1206
H 7.3882 -12.1623 -4.0177
C 12.3605 -17.8299 0.3320
O 12.0606 -17.9586 1.7143
C 12.4655 -17.0392 2.5454
O 13.1829 -16.1037 2.3165
O 11.9870 -17.3492 3.7592
C 12.3073 -16.4411 4.7827
H 13.4176 -17.8684 0.0859
H 11.9253 -16.9076 -0.0539
H 11.7659 -18.5854 -0.1728
H 12.6888 -16.9091 5.6958
H 11.4995 -15.8137 5.1500
H 13.1749 -15.8284 4.5356
C 8.7855 -16.8397 4.5864
O 8.2826 -16.4489 5.8506
C 9.0641 -16.5206 6.9059
O 9.9940 -17.2465 7.0614
O 8.5250 -15.7050 7.8090
C 9.0516 -15.7144 9.1238
H 8.0817 -16.8503 3.7498
H 9.0763 -17.8884 4.6049
H 9.5157 -16.1031 4.2486
H 9.3298 -16.7517 9.3454
H 8.3330 -15.3412 9.8408
H 10.0282 -15.2280 9.1774
C 2.4047 -14.4444 5.0564
O 1.2008 -14.0799 4.3474
C 1.0669 -12.8009 4.0499
O 1.8079 -11.9001 4.3692
O -0.0645 -12.6213 3.3669
C -0.2903 -11.3028 2.9019
H 2.6217 -15.4950 4.8875
H 2.2927 -14.1872 6.1064
H 3.2533 -13.9322 4.6221
H 0.4069 -11.1198 2.0821
H -0.1216 -10.5000 3.6192
H -1.3004 -11.1829 2.5180
C 8.7447 -9.1963 5.6686
O 7.5224 -9.9276 5.6956
C 6.9466 -10.1938 4.5371
O 7.3936 -9.9970 3.4329
O 5.7525 -10.7304 4.7951
C 4.9990 -11.1402 3.6439
H 8.9899 -8.6481 6.5710
H 8.7321 -8.4423 4.8764
H 9.5092 -9.9106 5.3648
H 5.0510 -12.2259 3.5652
H 5.1908 -10.5277 2.7740
H 3.9584 -10.9919 3.9371
C 11.0182 -10.4184 -6.6754
O 11.4991 -11.6231 -6.0815
C 10.8298 -12.1129 -5.0378
O 10.1980 -11.4515 -4.2493
O 11.1716 -13.3814 -4.8949
C 10.7162 -14.1192 -3.7789
H 10.1698 -10.0309 -6.1162
H 10.7585 -10.6093 -7.7140
H 11.8328 -9.6982 -6.6320
H 10.3543 -15.0858 -4.1318
H 9.8676 -13.6412 -3.2994
H 11.5155 -14.3149 -3.0675
C 8.0630 -13.4523 4.4466
O 9.3953 -13.5332 3.9701
C 10.3658 -13.0258 4.6769
O 10.2585 -12.2785 5.6244
O 11.5370 -13.3734 4.1851
C 12.7138 -13.0514 4.9060
H 7.9270 -12.7081 5.2306
H 7.7767 -14.4148 4.8668
H 7.3779 -13.2509 3.6285
H 12.6414 -12.0104 5.2152
H 13.6061 -13.2129 4.3110
H 12.7960 -13.6976 5.7812
C -2.1157 -12.7365 -0.2342
O -1.2607 -13.8334 -0.0223
C 0.0545 -13.5989 0.0989
O 0.5509 -12.5051 0.0809
O 0.6577 -14.7680 0.1234
C 2.0176 -14.8221 0.4989
H -1.8577 -12.2668 -1.1884
H -2.0779 -11.9458 0.5165
H -3.1266 -13.1338 -0.2814
H 2.1865 -15.8341 0.8761
H 2.3964 -14.1981 1.3064
H 2.6595 -14.8044 -0.3852
C 13.3902 -13.0585 1.6492
O 13.1748 -12.5878 0.3370
C 12.0098 -12.7914 -0.2802
O 11.8406 -12.4900 -1.4262
O 11.0787 -13.3360 0.4821
C 9.8683 -13.8005 -0.0701
H 13.9908 -12.3880 2.2661
H 13.9034 -14.0225 1.6783
H 12.4525 -13.2374 2.1649
H 9.1241 -13.9788 0.7090
H 9.9720 -14.8174 -0.4607
H 9.4758 -13.0913 -0.7945
C 4.6115 -19.9767 2.2759
O 5.9351 -20.1642 1.8214
C 6.9738 -19.8197 2.5551
O 6.9704 -19.4742 3.7082
O 8.0473 -19.9372 1.7818
C 9.3330 -19.8752 2.3509
H 4.1245 -20.9434 2.4590
H 3.9649 -19.6051 1.4860
H 4.5362 -19.4158 3.2040
H 9.3644 -19.0997 3.1221
H 10.0289 -19.4732 1.6184
H 9.6964 -20.7683 2.8574
C 12.7302 -20.3732 -6.4606
O 12.2976 -20.0137 -5.1628
C 11.3041 -19.1714 -5.0408
O 10.8349 -18.5804 -5.9823
O 10.9239 -19.0366 -3.8083
C 9.8873 -18.1852 -3.3838
H 12.0158 -21.0197 -6.9699
H 13.6735 -20.8955 -6.3309
H 12.8708 -19.4827 -7.0723
H 10.1711 -17.1402 -3.2704
H 9.4099 -18.4394 -2.4426
H 9.0509 -18.2159 -4.0878

***

Number 1: HOMO level -10.688 eV, largest force on an atom 4.87 eV Å⁻¹. Number 2: HOMO level -5.210 eV, largest force on an atom 3.95 eV Å⁻¹. Number 3: HOMO level -8.153 eV, largest force on an atom 2.69 eV Å⁻¹.